#A
C4H13NOS | the ωB97M-V functional and the def2-TZVPD basis

Cartesian coordinates (Å):
C: -1.741 -1.150 -0.052
N: -0.511 -1.114 0.727
C: 0.717 -0.972 -0.059
C: 2.001 -1.212 0.763
S: 3.465 -1.213 -0.249
C: 0.889 0.334 -0.807
H: -1.949 -0.155 -0.484
H: -2.527 -1.483 0.636
H: -1.744 -1.875 -0.869
H: -0.531 -0.333 1.377
H: 0.641 -1.753 -0.824
H: 1.937 -2.228 1.168
H: 1.948 -0.444 1.545
H: 4.298 -1.853 0.579
H: 1.737 0.365 -1.498
H: 0.978 1.213 -0.166
H: 0.062 0.501 -1.522
H: -2.932 5.167 -0.008
H: -3.160 3.687 0.016
O: -3.577 4.517 -0.272

Values from the calculation:
- SMILES: CN[C@@H](C)CS.O
- Kohn-Sham gap: 0.3484 hartree
- E_LUMO: 0.494 eV

***

#B
C4H13NOS | the ωB97M-V functional and the def2-TZVPD basis

Cartesian coordinates (Å):
C: 0.254 0.031 -1.290
C: -0.466 0.237 0.050
C: 0.461 0.354 1.251
S: 1.668 -1.033 1.430
C: 1.147 1.183 -1.724
N: 0.617 2.506 -1.308
H: 0.850 -0.881 -1.283
H: -0.536 -0.150 -2.029
H: -1.094 1.122 -0.046
H: -1.185 -0.580 0.164
H: 0.942 1.330 1.247
H: -0.177 0.423 2.140
H: 2.522 -0.200 2.052
H: 2.119 1.058 -1.227
H: 1.327 1.252 -2.792
H: 1.026 2.825 -0.429
H: 0.903 3.234 -1.933
H: -4.066 -2.192 0.662
H: -5.451 -1.735 0.385
O: -4.686 -2.079 -0.046

Values from the calculation:
- SMILES: NCCCCS.O
- Kohn-Sham gap: 0.3601 hartree
- E_LUMO: 0.746 eV

***

Structures ranked by computed energy, the most stable listed first: #B, #A.

***

#A
C4H2N2O | the ωB97M-V functional and the def2-TZVPD basis

Cartesian coordinates (Å):
C: -1.054 -1.167 0.879
C: -0.233 -0.178 0.139
C: 1.152 -0.247 -0.076
C: 0.338 1.538 -0.979
H: 1.792 -1.177 0.246
H: 0.585 2.645 -1.354
N: -1.518 -1.994 1.638
N: -0.725 0.942 -0.491
O: 1.513 0.778 -0.837

Values from the calculation:
- SMILES: N#Cc1cocn1
- Kohn-Sham gap: 0.3795 hartree
- E_LUMO: 0.423 eV

***

#B
C4H2N2O | the ωB97M-V functional and the def2-TZVPD basis

Cartesian coordinates (Å):
N: -1.840 0.454 -0.121
C: -1.089 -0.665 0.037
O: -1.527 -1.790 0.148
C: 0.359 -0.392 0.053
C: 1.544 -0.171 0.054
C: 2.873 0.219 0.071
N: 3.958 0.621 0.100
H: -1.436 1.375 -0.179
H: -2.843 0.349 -0.163

Values from the calculation:
- SMILES: N#CC#CC(N)=O
- Kohn-Sham gap: 0.3862 hartree
- E_LUMO: -0.425 eV

***

#C
C4H2N2O | the ωB97M-V functional and the def2-TZVPD basis

Cartesian coordinates (Å):
C: 1.112 1.308 0.200
C: 0.193 0.257 0.137
C: 0.054 -1.012 0.862
C: -1.093 -1.547 0.195
H: 0.528 -1.390 1.772
H: -1.808 -2.248 0.518
N: 2.048 2.082 0.202
N: -0.630 0.246 -0.841
O: -1.281 -0.837 -0.772

Values from the calculation:
- SMILES: N#Cc1ccon1
- Kohn-Sham gap: 0.4070 hartree
- E_LUMO: 0.530 eV

***

Structures ranked by computed energy, the most stable listed first: #B, #A, #C.